Entry from the OMol25 dataset: C41H28Cl3LaN12O5 as an isolated structure (ωB97M-V/def2-TZVPD).

Structure (XYZ):
```
90
Properties=species:S:1:pos:R:3:forces:R:3
La -0.34689 -0.11618 -0.12184 1.623 -0.805 0.357
O 0.20304 0.49322 7.31086 -0.251 -0.281 -0.126
C -0.71464 0.92911 6.58888 0.366 0.892 0.337
O -1.69680 1.64639 6.84261 -0.047 -0.330 -0.008
C -0.50200 0.66618 5.08800 -0.082 -0.322 -0.287
C 0.38273 -0.31979 4.65905 0.075 0.082 0.113
C 0.57279 -0.52087 3.31255 -0.002 0.136 -0.150
N -0.06002 0.19738 2.36704 -0.260 0.216 0.666
C -0.92477 1.15355 2.78321 0.198 -0.099 0.038
C -1.16209 1.41089 4.11686 -0.046 0.071 0.102
C -1.58481 1.98466 1.69283 -0.039 -0.310 -0.266
O -1.75397 3.16745 1.87605 -0.183 0.149 -0.114
O -1.83799 1.32197 0.57665 -0.664 1.259 1.329
H 0.91710 -0.88672 5.41021 -0.005 -0.008 -0.014
H 1.26014 -1.27924 2.95238 -0.023 -0.033 -0.025
H -1.85846 2.18016 4.42189 0.008 -0.007 0.012
C 5.71344 -0.78656 1.24831 -0.163 -0.051 0.017
N 4.42597 -0.90558 0.56722 0.277 -0.071 -0.129
C 3.27022 -0.31218 0.84951 -0.109 0.037 0.081
N 2.36019 -0.64450 -0.05120 0.088 -0.168 -0.106
C 3.05105 -1.47101 -0.88896 0.050 0.003 -0.029
N 4.30621 -1.65400 -0.55508 -0.144 0.186 0.182
C 6.66527 0.16484 0.56779 -0.038 0.003 -0.042
C 7.91911 -0.27488 0.17356 0.043 0.012 -0.035
C 8.81777 0.60527 -0.41941 -0.006 -0.009 0.005
C 8.46739 1.92671 -0.62240 0.021 -0.019 -0.011
C 7.20562 2.37143 -0.23105 0.069 0.180 -0.071
C 6.30894 1.49202 0.35863 -0.039 -0.008 0.053
C 6.85084 3.78065 -0.43460 -0.105 -0.404 0.126
N 7.56818 4.72765 -0.91321 -0.137 0.491 -0.052
N 6.76268 5.87948 -0.88117 0.405 -0.299 -0.087
C 5.63861 5.51331 -0.38725 -0.407 0.040 0.142
O 5.60899 4.18956 -0.07589 0.055 0.047 -0.019
C 4.42535 6.30048 -0.14442 0.199 -0.018 -0.074
C 4.40340 7.66220 -0.43663 -0.013 0.039 0.003
C 3.23679 8.37755 -0.23329 -0.019 -0.015 0.010
C 2.09241 7.74384 0.24315 0.041 0.065 0.001
C 2.11592 6.39049 0.54009 0.007 -0.034 -0.071
C 0.88529 5.67192 1.03897 -0.082 -0.139 0.016
N 0.67169 4.42766 0.31276 0.039 0.274 -0.151
C 0.99911 3.19722 0.67782 0.033 -0.163 0.124
N 0.75220 2.34502 -0.30718 -0.029 0.464 -0.249
C 0.23909 3.16399 -1.27424 0.059 0.071 -0.155
N 0.18810 4.43079 -0.95001 0.105 -0.164 0.259
C 3.29109 5.67734 0.35025 -0.035 -0.068 0.022
H 6.13801 -1.78667 1.29088 0.024 -0.006 0.021
H 5.49696 -0.46582 2.26786 0.007 0.019 0.008
H 3.11681 0.32098 1.71115 -0.004 -0.019 -0.035
H 2.61777 -1.93574 -1.76252 0.011 0.027 0.035
H 8.19873 -1.31030 0.32806 -0.005 0.015 -0.006
H 9.79434 0.25377 -0.72442 -0.008 0.003 0.005
H 9.15645 2.62551 -1.07841 -0.024 -0.011 0.012
H 5.33256 1.85297 0.66285 0.020 -0.017 -0.006
H 5.29346 8.13983 -0.82474 -0.018 -0.017 0.010
H 3.20856 9.43474 -0.46197 -0.002 -0.015 0.004
H 1.17695 8.30866 0.37492 0.017 -0.014 -0.006
H -0.01018 6.27674 0.92307 -0.009 0.022 -0.007
H 0.97667 5.40255 2.09151 -0.016 0.029 0.024
H 1.37048 2.95332 1.66186 -0.011 -0.002 -0.023
H -0.09274 2.81056 -2.23894 -0.005 0.018 0.027
H 3.32439 4.61686 0.56754 -0.010 0.015 -0.012
C 2.81496 0.26187 -5.33018 -0.040 -0.042 -0.024
C 1.80228 -0.61012 -5.72112 0.007 0.012 0.011
C 0.73585 -0.87790 -4.87935 -0.019 -0.069 -0.150
C 0.68302 -0.26161 -3.63688 -0.338 0.047 0.438
C 1.69133 0.59927 -3.23618 0.199 0.094 -0.014
C 2.75854 0.86677 -4.08544 -0.058 0.002 0.060
N -0.37146 -0.51026 -2.67015 0.555 -0.181 -0.949
N -1.34502 -1.12353 -3.13372 -0.733 -0.318 -0.131
C -2.37914 -1.53147 -2.23404 0.174 -0.084 -0.347
C -3.53968 -1.95777 -2.88319 -0.112 0.034 -0.089
C -4.61071 -2.38945 -2.12327 0.036 0.011 0.007
C -4.48413 -2.43479 -0.73690 0.001 -0.068 -0.075
C -3.29572 -2.05252 -0.12450 0.023 -0.001 -0.051
C -2.19727 -1.57680 -0.84659 -0.537 -0.422 -0.458
H 3.64600 0.46083 -5.99419 -0.016 0.000 0.003
H 1.84603 -1.08877 -6.69088 0.011 0.007 0.008
H -0.05222 -1.55726 -5.17323 0.012 0.019 0.017
H 1.65942 1.06149 -2.25663 -0.004 0.009 0.005
H 3.54024 1.54519 -3.76870 -0.002 -0.010 -0.004
H -3.59169 -1.92416 -3.96546 0.001 -0.010 0.035
H -5.53097 -2.69826 -2.60151 0.006 0.001 0.011
H -5.31560 -2.78368 -0.13523 0.013 0.004 -0.009
H -3.23646 -2.13349 0.95773 -0.007 0.058 0.008
Cl 0.66221 -5.43062 -1.25264 -0.037 -0.067 -0.195
C 1.08936 -5.04994 0.40995 -0.252 0.516 0.120
Cl 2.83796 -4.99900 0.60818 0.183 -0.010 0.018
Cl 0.35386 -6.18085 1.53061 -0.047 -0.154 0.106
C 0.55867 -3.70113 0.70702 0.128 -0.414 0.030
N 0.14828 -2.65816 0.93419 0.055 0.100 -0.157
```
Positions in Å, forces in eV/Å.

E_HOMO: -7.4090 eV
Energy above the lowest of the compared OMol25 structures with the same formula, charge and spin: 0.319 eV
Charge: 0
E_tot: -4024.69210 Ha
2S+1: 1
Kohn-Sham gap: 6.081 eV